No. 1
Here is a cluster of 2 separate species, CH5NO2Si in total in a non-equilibrium geometry from OMol25. Energies are from the ωB97M-V functional and the def2-TZVPD basis.

**Energy relative to the best compared isomer or geometry (same formula, charge and spin)**: 5.2486 eV
**E_tot**: -535.5735 Ha
**HOMO (alpha / beta)**: -0.3449 / -0.3063 Ha

CARTESIAN COORDINATES (ANGSTROEM)
C (-1.19, 0.92, -0.29)
N (2.67, 0.18, 0.15)
O (3.11, 0.61, -0.92)
O (3.10, 0.46, 1.30)
Si (1.36, -0.96, -0.12)
H (-1.42, 0.96, -1.29)
H (-1.22, -0.07, 0.00)
H (-0.98, 1.72, 0.33)
H (1.13, -1.67, -1.29)
H (1.07, -1.49, 1.23)

=====

No. 2
Here is a cluster of 2 separate species, C5H12OSi2 in total in a non-equilibrium geometry from OMol25. Energies are from the ωB97M-V functional and the def2-TZVPD basis.

**Energy relative to the best compared isomer or geometry (same formula, charge and spin)**: 5.5421 eV
**E_tot**: -851.7407 Ha
**HOMO (alpha / beta)**: -0.3154 / -0.2776 Ha

CARTESIAN COORDINATES (ANGSTROEM)
C (-0.09, -2.56, -0.71)
C (0.37, -0.10, -2.84)
C (-1.13, -2.12, -1.33)
C (-0.20, 0.06, -1.64)
C (-1.55, -0.70, -1.31)
O (1.24, 2.16, 2.00)
Si (0.20, 2.10, 3.22)
Si (1.66, 1.82, 0.47)
H (0.29, -3.54, -0.77)
H (0.43, -1.90, 0.00)
H (1.36, 0.36, -3.08)
H (-0.11, -0.97, -3.45)
H (-1.61, -2.91, -1.93)
H (-2.12, -0.49, -2.22)
H (-1.89, -0.37, -0.36)
H (0.82, 3.27, 3.90)
H (-1.21, 1.96, 2.56)
H (0.03, 1.15, 4.27)
H (2.63, 0.74, 0.29)
H (2.13, 2.99, -0.18)

=====

No. 3
Here is a cluster of 4 separate species, C40H69F9N8O8S in total in a non-equilibrium geometry from OMol25. Energies are from the ωB97M-V functional and the def2-TZVPD basis.

**E_tot**: -3902.2290 Ha
**HOMO**: -0.3104 Ha
**SMILES string**: CCCN[C@@](F)(CCC(=O)Nc1ccccc1)O[C@@](S)(N=C=O)[C@@H](CCOCC(F)(F)C(F)(F)C(F)(F)C(F)F)N(CC=O)N=C(C)C.COC[C@@H](C)N.COC[C@@H](C)N.COC[C@@H](C)N

CARTESIAN COORDINATES (ANGSTROEM)
C (-3.53, -0.57, 5.34)
C (-1.98, -0.58, 4.99)
C (-1.83, -1.51, 3.71)
N (-0.46, -2.07, 3.54)
C (0.26, -1.44, 2.40)
F (1.59, -1.89, 2.54)
C (-0.43, -2.05, 1.10)
C (0.59, -2.75, 0.12)
C (-0.09, -2.93, -1.29)
O (-0.71, -3.95, -1.47)
N (0.00, -1.96, -2.38)
C (1.38, -1.65, -2.75)
C (1.58, -0.37, -3.47)
C (2.97, -0.02, -3.83)
C (4.09, -0.89, -3.49)
C (3.89, -2.15, -2.78)
C (2.52, -2.52, -2.43)
O (0.08, -0.04, 2.55)
C (1.11, 0.77, 1.98)
S (2.53, 1.09, 3.16)
N (1.56, 0.34, 0.63)
C (2.79, 0.46, 0.48)
O (3.82, 0.82, 0.12)
C (0.44, 2.22, 1.75)
C (-0.96, 2.08, 1.01)
C (-1.08, 3.11, -0.20)
O (-0.08, 2.83, -1.18)
C (-0.09, 3.76, -2.25)
C (0.45, 5.20, -1.86)
F (1.20, 5.10, -0.70)
F (-0.69, 5.96, -1.52)
C (1.16, 5.98, -3.04)
F (1.06, 5.35, -4.27)
F (0.52, 7.21, -3.20)
C (2.69, 6.32, -2.81)
F (3.21, 6.63, -4.07)
F (3.44, 5.24, -2.37)
C (2.93, 7.63, -1.94)
F (4.22, 7.72, -1.46)
F (2.02, 7.79, -0.91)
N (0.43, 3.07, 2.96)
C (0.01, 4.46, 2.67)
C (-1.54, 4.71, 2.95)
O (-1.99, 5.80, 3.23)
N (-0.38, 2.54, 3.99)
C (0.06, 2.87, 5.16)
C (1.47, 3.48, 5.47)
C (-0.89, 2.69, 6.41)
H (-4.15, -0.71, 4.42)
H (-3.82, 0.36, 5.91)
H (-3.81, -1.43, 6.02)
H (-1.48, -1.16, 5.83)
H (-1.55, 0.44, 4.83)
H (-2.26, -1.00, 2.81)
H (-2.51, -2.40, 3.91)
H (0.10, -1.81, 4.36)
H (-0.95, -1.21, 0.56)
H (-1.18, -2.82, 1.41)
H (1.58, -2.24, 0.04)
H (0.78, -3.80, 0.49)
H (-0.38, -1.07, -2.02)
H (0.72, 0.30, -3.73)
H (3.14, 0.93, -4.40)
H (5.13, -0.58, -3.75)
H (4.70, -2.85, -2.47)
H (2.35, -3.48, -1.88)
H (2.57, -0.01, 4.00)
H (1.13, 2.73, 1.02)
H (-0.95, 1.06, 0.51)
H (-1.85, 2.10, 1.68)
H (-2.09, 2.88, -0.68)
H (-1.13, 4.18, 0.14)
H (-1.17, 3.89, -2.60)
H (0.45, 3.28, -3.11)
H (2.80, 8.50, -2.65)
H (0.29, 4.78, 1.63)
H (0.53, 5.19, 3.36)
H (-2.30, 3.87, 2.84)
H (2.29, 2.72, 5.55)
H (1.40, 4.01, 6.46)
H (1.81, 4.25, 4.73)
H (-0.61, 1.80, 7.04)
H (-0.79, 3.66, 6.99)
H (-1.93, 2.63, 5.99)
C (5.87, 5.59, -7.33)
C (5.43, 4.49, -8.29)
C (4.05, 3.89, -7.94)
O (4.07, 2.98, -6.85)
C (4.00, 3.59, -5.57)
N (6.47, 3.45, -8.34)
H (6.20, 5.20, -6.37)
H (6.71, 6.14, -7.76)
H (5.06, 6.30, -7.16)
H (5.35, 4.94, -9.28)
H (3.71, 3.30, -8.80)
H (3.30, 4.67, -7.79)
H (3.38, 4.49, -5.58)
H (5.01, 3.83, -5.22)
H (3.57, 2.88, -4.88)
H (6.21, 2.76, -9.04)
H (6.42, 2.93, -7.47)
C (-5.26, -7.02, -1.99)
C (-4.35, -5.89, -2.44)
C (-4.34, -4.69, -1.47)
O (-5.49, -3.85, -1.57)
C (-6.61, -4.30, -0.83)
N (-4.73, -5.48, -3.80)
H (-6.32, -6.80, -2.14)
H (-5.05, -7.93, -2.56)
H (-5.11, -7.25, -0.93)
H (-3.33, -6.29, -2.47)
H (-3.49, -4.05, -1.74)
H (-4.17, -5.01, -0.44)
H (-6.32, -4.79, 0.11)
H (-7.22, -4.97, -1.44)
H (-7.22, -3.43, -0.58)
H (-4.06, -4.79, -4.13)
H (-5.60, -4.96, -3.73)
C (-3.50, -6.25, 4.30)
C (-2.17, -5.55, 4.05)
C (-1.00, -6.52, 3.81)
O (-0.49, -7.13, 4.98)
C (-1.21, -8.27, 5.42)
N (-1.89, -4.63, 5.16)
H (-3.56, -6.69, 5.30)
H (-4.33, -5.54, 4.22)
H (-3.67, -7.04, 3.57)
H (-2.29, -4.95, 3.14)
H (-0.17, -5.94, 3.39)
H (-1.26, -7.28, 3.06)
H (-1.60, -8.85, 4.58)
H (-2.02, -7.98, 6.08)
H (-0.53, -8.90, 5.99)
H (-1.05, -4.10, 4.94)
H (-1.62, -5.20, 5.96)

=====

No. 4
Here is the ion C8H11N2O2 with charge +1 in a non-equilibrium geometry from OMol25. Energies are from the ωB97M-V functional and the def2-TZVPD basis.

**Energy relative to the best compared isomer or geometry (same formula, charge and spin)**: 4.1964 eV
**E_tot**: -571.0681 Ha
**HOMO**: -0.5208 Ha
**Net charge**: +1
**SMILES string**: Cc1cc2n([n+]1C)[C@H](C)OC2=O

CARTESIAN COORDINATES (ANGSTROEM)
C (-0.49, -2.04, 0.00)
C (-1.37, -1.09, -0.21)
C (0.82, -1.43, -0.04)
C (-2.73, -0.52, -0.24)
C (-1.27, 1.44, -0.50)
C (2.03, -2.19, 0.34)
C (-1.05, 2.38, 0.70)
C (1.89, 0.85, -0.40)
N (-0.48, 0.30, -0.64)
N (0.81, -0.12, -0.24)
O (-3.83, -0.91, -0.03)
O (-2.59, 0.85, -0.37)
H (-0.62, -3.03, 0.22)
H (-1.36, 2.10, -1.43)
H (2.91, -1.67, 0.16)
H (2.04, -2.55, 1.44)
H (2.16, -3.12, -0.33)
H (0.01, 2.53, 0.77)
H (-1.52, 1.85, 1.57)
H (-1.64, 3.28, 0.54)
H (2.73, 0.36, -0.98)
H (1.35, 1.56, -1.02)
H (2.20, 1.16, 0.67)

=====

No. 5
Here is a structure of composition C6H10O2S2 in a non-equilibrium geometry from OMol25. Energies are from the ωB97M-V functional and the def2-TZVPD basis.

**Energy relative to the best compared isomer or geometry (same formula, charge and spin)**: 7.3809 eV
**E_tot**: -1181.2042 Ha
**HOMO (alpha / beta)**: -0.2754 / -0.2711 Ha

CARTESIAN COORDINATES (ANGSTROEM)
C (1.99, 0.66, -1.31)
C (-0.49, 0.89, -0.58)
C (2.56, -1.16, 0.79)
C (2.33, 0.09, 1.49)
C (-1.06, 2.06, -1.28)
C (-1.14, -0.42, -0.85)
O (-0.09, 1.10, 0.72)
O (1.92, 2.64, 0.41)
S (2.29, -0.99, -1.11)
S (1.56, 1.34, 0.20)
H (3.59, -1.41, 0.80)
H (1.76, -2.04, 0.99)
H (1.65, 0.13, 2.41)
H (3.32, 0.52, 1.83)
H (-0.39, 2.73, -1.71)
H (-1.72, 1.82, -2.03)
H (-1.72, 2.63, -0.42)
H (-2.08, -0.41, -1.36)
H (-0.49, -1.06, -1.52)
H (-1.34, -1.02, 0.02)

=====

No. 6
Here is the ion C5H4NO3 with charge -1 in a non-equilibrium geometry from OMol25. Energies are from the ωB97M-V functional and the def2-TZVPD basis.

**Energy relative to the best compared isomer or geometry (same formula, charge and spin)**: 3.7656 eV
**E_tot**: -473.3297 Ha
**HOMO**: -0.1431 Ha
**Net charge**: -1
**SMILES string**: O=CN1[C@H]2C[C@@]21C(=O)[O-]

CARTESIAN COORDINATES (ANGSTROEM)
C (-0.58, 1.15, -1.66)
C (1.28, -1.36, -0.25)
C (-0.76, -0.42, 1.46)
C (-0.12, 0.76, 0.80)
C (-0.25, -0.79, 0.10)
N (-0.62, 0.46, -0.54)
O (1.77, -0.54, -0.95)
O (-0.92, 0.75, -2.74)
O (1.52, -2.42, 0.23)
H (-0.32, 2.39, -1.42)
H (-0.07, -0.69, 2.28)
H (-1.81, -0.28, 1.70)
H (0.85, 1.00, 0.99)

=====

No. 7
Here is an isolated molecule of C4H9N3 in a non-equilibrium geometry from OMol25. Energies are from the ωB97M-V functional and the def2-TZVPD basis.

**Energy relative to the best compared isomer or geometry (same formula, charge and spin)**: 3.0701 eV
**E_tot**: -321.9775 Ha
**HOMO**: -0.2877 Ha
**SMILES string**: C/C=C/N/N=C/N

CARTESIAN COORDINATES (ANGSTROEM)
C (-2.52, 0.27, 0.06)
N (1.05, 1.14, -0.92)
N (2.36, -1.78, 0.54)
C (1.41, -0.81, 0.40)
C (-0.22, 1.18, -0.32)
C (-1.14, 0.19, -0.49)
N (1.75, 0.37, 0.01)
H (1.51, 2.04, -0.99)
H (3.31, -1.49, 0.31)
H (2.27, -2.40, 1.32)
H (0.36, -1.10, 0.58)
H (-0.52, 2.15, 0.06)
H (-0.92, -0.66, -1.13)
H (-2.66, 1.15, 0.69)
H (-3.25, 0.34, -0.76)
H (-2.78, -0.62, 0.64)

=====

No. 8
Here is a cluster of 3 separate species, C33H39Cl3O13S in total in a non-equilibrium geometry from OMol25. Energies are from the ωB97M-V functional and the def2-TZVPD basis.

**Energy relative to the best compared isomer or geometry (same formula, charge and spin)**: 0.3271 eV
**E_tot**: -4037.7369 Ha
**HOMO**: -0.3296 Ha
**SMILES string**: Cc1ccc(C(C)C)c(OC[C@H]2[C@H](CCCCl)[C@@H](O)[C@H]([C@@H](Cl)[C@H](C)Cl)OS2(=O)=O)c1.O=C1C=C(O)C(=O)C=C1O.O=C1C=C(O)C(=O)C=C1O

CARTESIAN COORDINATES (ANGSTROEM)
C (5.57, -2.37, 1.64)
C (4.96, -1.31, 0.78)
C (5.48, -0.97, -0.47)
C (4.90, 0.03, -1.24)
C (3.76, 0.75, -0.84)
C (3.24, 1.88, -1.71)
C (1.72, 2.07, -1.65)
C (3.65, 1.76, -3.18)
C (3.23, 0.37, 0.40)
O (2.09, 0.96, 0.94)
C (0.99, 0.06, 0.89)
C (-0.19, 0.70, 1.59)
C (-0.89, 1.85, 0.81)
C (-1.25, 3.04, 1.72)
C (-2.14, 2.73, 2.93)
C (-1.44, 2.59, 4.27)
Cl (-0.30, 3.92, 4.60)
C (-2.08, 1.45, -0.10)
O (-1.77, 1.78, -1.44)
C (-2.47, -0.01, 0.02)
C (-3.74, -0.44, -0.74)
Cl (-4.79, 0.91, -1.24)
C (-3.42, -1.37, -1.91)
C (-4.60, -1.69, -2.81)
Cl (-2.81, -2.89, -1.14)
O (-2.69, -0.29, 1.42)
S (-1.29, -0.60, 2.14)
O (-0.84, -1.87, 1.66)
O (-1.51, -0.55, 3.55)
C (3.83, -0.61, 1.20)
H (4.89, -3.20, 1.80)
H (5.85, -1.99, 2.62)
H (6.48, -2.75, 1.18)
H (6.35, -1.51, -0.81)
H (5.37, 0.24, -2.18)
H (3.68, 2.81, -1.36)
H (1.38, 2.74, -2.44)
H (1.49, 2.58, -0.73)
H (1.17, 1.15, -1.76)
H (4.72, 1.72, -3.33)
H (3.29, 2.64, -3.71)
H (3.15, 0.91, -3.65)
H (1.25, -0.85, 1.41)
H (0.74, -0.23, -0.13)
H (0.18, 1.14, 2.51)
H (-0.14, 2.23, 0.13)
H (-1.72, 3.77, 1.08)
H (-0.30, 3.47, 2.02)
H (-2.84, 3.56, 3.03)
H (-2.75, 1.86, 2.74)
H (-0.93, 1.65, 4.40)
H (-2.19, 2.63, 5.06)
H (-2.93, 2.06, 0.22)
H (-1.75, 0.99, -1.98)
H (-1.64, -0.60, -0.37)
H (-4.32, -1.03, -0.04)
H (-2.56, -1.01, -2.48)
H (-4.61, -2.76, -3.01)
H (-5.55, -1.43, -2.35)
H (-4.48, -1.20, -3.77)
H (3.37, -0.81, 2.16)
C (-1.30, -6.21, 6.49)
C (-0.45, -5.83, 5.53)
C (-0.58, -4.51, 4.81)
O (0.26, -4.26, 3.97)
C (-1.69, -3.64, 5.16)
C (-2.54, -4.02, 6.12)
C (-2.39, -5.33, 6.86)
O (-3.21, -5.58, 7.73)
O (-3.58, -3.29, 6.51)
O (0.58, -6.57, 5.13)
H (-1.21, -7.15, 7.01)
H (-1.79, -2.71, 4.63)
H (-4.02, -3.79, 7.22)
H (1.02, -6.06, 4.43)
C (1.13, 2.65, -7.43)
C (0.11, 1.79, -7.48)
C (-1.02, 1.82, -6.49)
O (-1.91, 1.00, -6.61)
C (-0.98, 2.82, -5.43)
C (0.05, 3.68, -5.38)
C (1.16, 3.66, -6.38)
O (2.05, 4.48, -6.26)
O (0.14, 4.61, -4.43)
O (0.01, 0.84, -8.40)
H (1.95, 2.63, -8.13)
H (-1.78, 2.83, -4.71)
H (0.96, 5.11, -4.61)
H (-0.82, 0.36, -8.21)